(1)
Formula: C26H34ClN3ScSi2Te
Source: the OMol25 dataset
Level of theory: ωB97M-V with the def2-TZVPD basis set

Calculated values
- Spin multiplicity: 1
- Charge: +1
- Largest force on an atom: 1.06 eV/A
- HOMO level: -0.3648 hartree
- HOMO-LUMO gap: 6.8 eV
- LUMO level: -3.08 eV

```
68
C26H34ClN3ScSi2Te, DFT ωB97M-V with the def2-TZVPD basis set
Sc -0.2840 1.0978 0.7625
C 2.7719 4.2995 -0.4434
C 2.1714 3.0359 -0.3772
N 0.8752 2.8538 -0.1798
C 0.0865 3.9575 -0.0068
C 0.6214 5.2740 -0.0203
C 2.0008 5.4166 -0.2590
C -0.2241 6.3706 0.2302
C -1.5408 6.1594 0.5496
C -2.0837 4.8728 0.5673
C -1.3194 3.7591 0.2380
N -1.7440 2.4479 0.2000
C -3.0389 2.0668 -0.0252
C -4.0606 2.8481 -0.5609
C -5.3535 2.3479 -0.6988
C -5.6638 1.0520 -0.3690
C -4.6478 0.1795 0.0568
C -4.8666 -1.1893 0.3043
C -3.7990 -1.9925 0.6044
C -2.5256 -1.4280 0.6991
N -2.2796 -0.1322 0.5608
C -3.3238 0.6784 0.2242
H 3.8307 4.3768 -0.6212
H 2.7798 2.1390 -0.4762
H 2.4287 6.4093 -0.2718
H 0.1986 7.3603 0.2033
H -2.1804 6.9942 0.7932
H -3.1061 4.7420 0.8828
H -3.8568 3.8541 -0.8911
H -6.1219 3.0059 -1.0720
H -6.6740 0.6833 -0.4511
H -5.8688 -1.5863 0.2300
H -3.9119 -3.0509 0.7711
H -1.6729 -2.0651 0.8972
Cl 0.8587 1.5001 2.6830
C -0.0023 -4.2280 1.3691
Si 0.8651 -2.9200 2.4718
C -0.3843 -1.7128 3.2670
C 1.9432 -3.7968 3.7624
C 2.0386 -1.8505 1.3928
Te 1.0163 -1.2061 -0.3970
C 2.8384 -0.9106 -1.5340
Si 2.8919 -2.3992 -2.7561
C 4.5174 -2.4326 -3.7367
C 2.7305 -4.0275 -1.7753
C 1.3836 -2.1210 -3.8865
H -1.0019 -4.4598 1.7240
H 0.5552 -5.1597 1.3855
H -0.0792 -3.9226 0.3245
H -1.3281 -2.1898 3.5142
H -0.6002 -0.8347 2.6352
H 0.0271 -1.3261 4.1947
H 1.3425 -4.3929 4.4404
H 2.5038 -3.0886 4.3632
H 2.6586 -4.4651 3.2932
H 2.9171 -2.4137 1.0835
H 2.3606 -0.9679 1.9451
H 3.6685 -0.8853 -0.8321
H 2.7985 0.0426 -2.0553
H 5.3648 -2.6373 -3.0910
H 4.7087 -1.5030 -4.2614
H 4.4706 -3.2261 -4.4740
H 3.6688 -4.2973 -1.3025
H 2.4621 -4.8476 -2.4335
H 1.9720 -3.9646 -0.9976
H 1.4620 -1.1826 -4.4284
H 0.4555 -2.0982 -3.3166
H 1.2982 -2.9098 -4.6222
```


(2)
Formula: C26H34FN3O3
Source: the OMol25 dataset
Level of theory: ωB97M-V with the def2-TZVPD basis set

Calculated values
- SMILES string: CCN(CC)CCCNC(=O)[C@H]1c2ccccc2C(=O)N(CCOC)[C@@H]1c1ccc(F)cc1
- Spin multiplicity: 1
- Charge: 0
- Largest force on an atom: 0.58 eV/A
- HOMO level: -0.3176 hartree
- HOMO-LUMO gap: 9.2 eV
- LUMO level: 0.60 eV

```
67
C26H34FN3O3, DFT ωB97M-V with the def2-TZVPD basis set
C -3.5007 -1.3291 -1.2422
C -3.3564 -2.5932 -0.4078
N -1.9727 -3.0117 -0.2010
C -1.2929 -3.4534 -1.4095
C -1.8560 -4.7017 -2.0984
C -1.8881 -3.9719 0.8952
C -1.7558 -3.2525 2.2425
C -0.3265 -2.8050 2.5062
N 0.1345 -1.8793 1.4897
C 1.2238 -1.1408 1.7209
O 1.8299 -1.1631 2.7768
C 1.7075 -0.2025 0.5996
C 1.0633 -0.3599 -0.7361
C 1.6191 -1.1341 -1.7435
C 1.0283 -1.1824 -2.9946
C -0.1224 -0.4538 -3.2508
C -0.6955 0.3049 -2.2468
C -0.1098 0.3499 -0.9882
C -0.7550 1.1433 0.0937
O -1.9511 1.3823 0.0873
N 0.0704 1.5433 1.0921
C -0.4499 2.3735 2.1530
C 0.1944 3.7594 2.1935
O -0.0861 4.4331 0.9916
C 0.5143 5.6976 0.9159
C 1.4848 1.2418 1.0980
C 2.3184 2.2141 0.2885
C 1.7927 2.9313 -0.7776
C 2.5915 3.7977 -1.5030
C 3.9214 3.9333 -1.1537
F 4.7040 4.7808 -1.8565
C 4.4729 3.2296 -0.0983
C 3.6607 2.3715 0.6185
H -2.9621 -0.5053 -0.7836
H -3.1376 -1.4732 -2.2562
H -4.5533 -1.0609 -1.2952
H -3.9522 -3.4051 -0.8577
H -3.7797 -2.3947 0.5796
H -0.2476 -3.6395 -1.1401
H -1.3006 -2.6204 -2.1144
H -1.2202 -4.9645 -2.9399
H -2.8596 -4.5223 -2.4746
H -1.8862 -5.5454 -1.4125
H -2.7691 -4.6321 0.9161
H -1.0078 -4.6023 0.7490
H -2.4137 -2.3835 2.2588
H -2.0584 -3.9256 3.0459
H -0.2445 -2.3091 3.4789
H 0.3407 -3.6767 2.5286
H -0.3961 -1.8639 0.6253
H 2.7864 -0.3730 0.5222
H 2.5266 -1.6879 -1.5503
H 1.4736 -1.7812 -3.7753
H -0.5710 -0.4790 -4.2328
H -1.5926 0.8791 -2.4221
H -1.5200 2.4806 1.9618
H -0.2924 1.8796 3.1185
H 1.2848 3.6782 2.3323
H -0.2151 4.3173 3.0509
H 0.1676 6.3528 1.7250
H 0.2260 6.1223 -0.0430
H 1.6085 5.6218 0.9679
H 1.8235 1.2754 2.1418
H 0.7501 2.8403 -1.0342
H 2.1925 4.3656 -2.3282
H 5.5136 3.3614 0.1521
H 4.0727 1.8183 1.4503
```